DFT (ωB97M-V/def2-TZVPD) results for 2 unconnected molecules or ions with the total composition C3H8N3.

Values from the calculation:
charge = +1
HOMO energy = -14.502 eV
orbital gap = 0.410 Eh
DFT total energy = -283.0926 a.u.
relative energy (zero: lowest compared OMol25 entry of this formula, charge and spin) = 186.8 kJ/mol

XYZ file:
```
14
C3H8N3 ωB97M-V/def2-TZVPD
N 0.16559 -2.48205 -3.09111
N -0.36233 0.50943 0.44254
N -0.64277 0.86133 2.71588
C 0.23227 -1.82442 -2.14059
C 0.07211 0.85529 1.61535
C 0.45475 0.50013 -0.74964
H 0.13897 -3.01446 -3.93380
H -1.61156 0.57246 2.71314
H -1.32099 0.19461 0.32744
H 1.21217 -0.28199 -0.69593
H 1.11255 1.16289 1.68601
H 0.95685 1.46649 -0.86465
H -0.16894 0.32927 -1.61934
H -0.23866 1.15102 3.59470
```

=====

DFT (ωB97M-V/def2-TZVPD) results for a gas-phase ion, C3H8N3 (charge +1).

Values from the calculation:
charge = +1
HOMO energy = -14.695 eV
orbital gap = 0.397 Eh
DFT total energy = -283.0297 a.u.
relative energy (zero: lowest compared OMol25 entry of this formula, charge and spin) = 351.9 kJ/mol
SMILES = [H]/N=C1/CC[NH2+]N1

XYZ file:
```
14
C3H8N3 ωB97M-V/def2-TZVPD
N -1.00984 -0.78627 -0.19479
N 0.22096 -1.21828 0.28314
N 2.39910 -0.05682 -0.17372
C -1.22411 0.65717 0.17543
C 0.27382 1.15616 0.03309
C 1.18144 -0.04976 -0.05400
H 0.59502 -2.08151 0.08179
H 2.87413 -0.87218 -0.21969
H 0.60841 1.80611 -0.72461
H -1.90352 -1.22113 0.27819
H -2.00093 1.26397 -0.39013
H 0.34727 1.70455 0.93136
H -1.05693 -0.88048 -1.23917
H -1.30482 0.57847 1.21311
```

=====

DFT (ωB97M-V/def2-TZVPD) results for a gas-phase ion, C3H8N3 (charge +1).

Values from the calculation:
charge = +1
HOMO energy = -14.111 eV
orbital gap = 0.392 Eh
DFT total energy = -283.0713 a.u.
relative energy (zero: lowest compared OMol25 entry of this formula, charge and spin) = 242.7 kJ/mol
SMILES = N[C@H]1CN1C=[NH2+]

XYZ file:
```
14
C3H8N3 ωB97M-V/def2-TZVPD
N -0.19667 -0.01736 -0.01894
N 1.57772 1.26020 -1.15180
N -1.86799 -0.61764 1.49354
C 0.94561 -0.91724 -0.08831
C -1.25806 0.21738 0.64374
C 0.81667 0.10337 -1.11446
H 1.54263 1.60929 -2.04947
H -2.66599 -0.22724 1.99211
H 0.82903 -2.03776 -0.04359
H 0.44373 -0.10040 -2.03409
H -1.65121 -1.58005 1.69194
H 1.52978 1.85898 -0.34895
H -1.77579 1.12913 0.32399
H 1.73054 -0.68065 0.70430
```

=====

DFT (ωB97M-V/def2-TZVPD) results for 2 unconnected molecules or ions with the total composition C3H8N3.

Values from the calculation:
charge = +1
HOMO energy (spin up / spin down) = -10.268 / -16.482 eV
orbital gap (spin up / spin down) = 0.235 / 0.313 Eh
DFT total energy = -282.8139 a.u.
relative energy (zero: lowest compared OMol25 entry of this formula, charge and spin) = 415.1 kJ/mol
multiplicity = 3

XYZ file:
```
14
C3H8N3 ωB97M-V/def2-TZVPD
N 0.90378 0.93511 0.09410
N -1.23296 1.44973 -0.10886
N 0.27045 -0.29309 0.52873
C 0.41943 -1.40628 -0.28369
C -1.33391 0.15395 0.51205
C -0.06346 1.72603 -0.46593
H 1.42243 -1.73080 -0.34403
H -1.75885 0.17155 1.42500
H 0.13700 -2.34328 0.10300
H 0.16978 2.75400 -1.04184
H -0.01325 -1.18919 -1.26759
H -1.81674 -0.42598 -0.26261
H 2.21090 0.57550 -0.38957
H 0.68541 -0.37726 1.50122
```

=====

Question: What is the charge in the first record?
Answer: +1

=====

Question: Among the records above, which one has the lowest DFT total energy?
Answer: number 1

=====

Question: Which value of charge does entry 2 give?
Answer: +1